[1]
# C11H17NO2P

A gas-phase ion, C11H17NO2P (charge +1) at a distorted geometry (the ωB97M-V functional and the def2-TZVPD basis, the OMol25 dataset).

Results
orbital gap = 9.77 eV
E = -26549.3594 eV
energy relative to the best compared isomer or geometry (same formula, charge and spin) = 0.00 kJ/mol
charge = +1
highest occupied orbital energy = -12.64 eV
LUMO energy = -0.1053 Eh

Positions of all 32 atoms, in Å:
1 C -1.156 0.788 1.258
2 C 2.102 -0.435 0.031
3 H -3.596 -0.101 1.158
4 C 3.599 1.475 0.045
5 P 0.604 -1.210 0.654
6 C -1.010 -0.772 -0.701
7 H -0.483 1.663 0.878
8 C -2.239 1.388 -0.946
9 H -1.306 1.850 -1.170
10 H -2.361 -1.841 -0.257
11 H 3.683 2.491 0.034
12 H -1.999 -2.475 -1.794
13 H -0.946 -2.841 -0.438
14 C 4.705 0.640 -0.060
15 H -2.870 2.087 -0.434
16 O 0.618 -2.707 0.741
17 H 3.017 -2.299 -0.751
18 H 5.371 -1.205 -0.677
19 H -2.848 1.157 -1.882
20 H 1.444 1.556 0.371
21 H -1.786 1.217 2.014
22 N -1.598 -2.128 -0.846
23 H 5.702 1.013 -0.210
24 H -0.897 -1.041 2.393
25 C 3.240 -1.289 -0.242
26 C 4.476 -0.764 -0.260
27 C -1.904 0.159 -0.004
28 O -3.077 -0.502 0.390
29 H -0.913 -0.306 -1.706
30 H 0.463 0.223 2.594
31 C -0.202 -0.226 1.956
32 C 2.286 0.912 0.167

Atomic partial charges in e from the natural (NBO) method, atoms 1 to 6: atom 1 (C): -0.4084, atom 2 (C): -0.4629, atom 3 (H): 0.5279, atom 4 (C): -0.1994, atom 5 (P): 1.8946, atom 6 (C): -0.3495



[2]
# C36H30CaN5O2P2Te

A molecular structure, C36H30CaN5O2P2Te at a distorted geometry (the ωB97M-V functional and the def2-TZVPD basis, the OMol25 dataset).

Results
orbital gap = 7.06 eV
E = -93669.3013 eV
energy relative to the best compared isomer or geometry (same formula, charge and spin) = 0.00 kJ/mol
charge = +1
highest occupied orbital energy = -9.54 eV
LUMO energy = -0.0912 Eh

Positions of all 77 atoms, in Å:
1 C -0.947 -2.100 1.990
2 H 0.145 -2.237 -2.863
3 C -3.118 0.047 -2.405
4 H 1.247 -3.438 -4.712
5 C -0.787 0.519 -1.999
6 N 2.034 -5.820 -2.102
7 H 4.370 -3.512 -1.359
8 H -2.119 2.762 -4.175
9 C 1.089 -1.876 -3.255
10 H 2.045 1.990 5.818
11 C 3.535 -0.981 -4.229
12 C -0.530 6.324 -1.230
13 C -1.919 -0.273 -1.781
14 C 1.694 -0.748 -2.701
15 H 3.406 -2.622 -5.601
16 C 0.330 0.949 5.048
17 C 1.707 0.878 2.632
18 C -2.010 4.591 1.606
19 H 0.030 2.191 -3.068
20 N -1.188 4.257 -0.669
21 C -0.616 5.040 -1.653
22 H -0.148 7.213 -1.698
23 C -3.190 1.145 -3.254
24 H 0.090 -4.676 3.933
25 C 3.409 -4.010 -1.320
26 C 1.594 1.525 4.951
27 P 0.866 0.058 -1.340
28 H 2.238 0.881 1.689
29 H 3.991 -5.563 -2.684
30 H -1.212 -0.131 4.031
31 H 4.493 -0.642 -4.603
32 C -2.062 -2.711 1.415
33 C -1.429 5.070 0.339
34 O 1.654 1.477 -1.253
35 C 2.926 -2.098 -4.784
36 H 3.399 0.565 -2.741
37 H -1.868 -5.757 2.877
38 Te 2.582 -1.745 0.534
39 H -2.674 -2.160 0.708
40 C 3.193 -5.162 -2.069
41 H -2.848 2.298 3.650
42 N -2.083 3.306 1.906
43 H -3.991 -0.572 -2.244
44 H -3.413 4.847 4.501
45 C -2.400 -4.019 1.734
46 P -0.423 -0.489 1.315
47 C 2.277 1.491 3.745
48 H -1.843 -1.145 -1.147
49 N -1.054 6.331 0.046
50 C 0.701 -0.946 -0.003
51 C 0.450 0.287 2.724
52 C 2.923 -0.300 -3.184
53 H -2.627 6.341 2.609
54 C -2.673 3.238 3.157
55 H -3.271 -4.478 1.285
56 H -0.306 4.630 -2.599
57 H -0.205 0.965 5.990
58 H 0.107 -5.883 -1.371
59 C 1.153 -4.193 -0.566
60 O 1.066 2.160 -0.110
61 C -0.863 1.610 -2.871
62 Ca -0.956 2.018 0.253
63 C 2.363 -3.513 -0.562
64 H -4.124 1.385 -3.745
65 C -2.957 4.487 3.595
66 C -0.517 -4.126 3.225
67 C -2.063 1.923 -3.493
68 C 1.042 -5.331 -1.349
69 C -0.182 -2.815 2.907
70 C 1.706 -2.551 -4.295
71 N -2.528 5.339 2.596
72 C -0.239 0.341 3.941
73 H -1.094 7.134 0.650
74 H 3.260 1.937 3.664
75 H 0.678 -2.354 3.376
76 C -1.618 -4.732 2.635
77 H 0.305 -3.841 0.012

Atomic partial charges in e from the Mulliken method, atoms 1 to 6: atom 1 (C): 0.3584, atom 2 (H): 0.3117, atom 3 (C): -0.8407, atom 4 (H): 0.4227, atom 5 (C): -0.6741, atom 6 (N): -0.6308



[3]
# C3H4F2

C3H4F2 in the gas phase at a distorted geometry (the ωB97M-V functional and the def2-TZVPD basis, the OMol25 dataset).

Results
orbital gap = 11.40 eV
E = -8607.5175 eV
energy relative to the best compared isomer or geometry (same formula, charge and spin) = 250.53 kJ/mol
highest occupied orbital energy = -10.57 eV
LUMO energy = 0.0306 Eh

Positions of all 9 atoms, in Å:
1 F 0.981 1.347 -1.389
2 H 1.454 0.642 0.610
3 F -1.798 0.580 -0.114
4 H -0.738 0.461 1.445
5 H -0.428 -1.284 -1.014
6 C 0.686 0.559 -0.201
7 C -0.599 0.392 0.345
8 C 0.176 -0.810 -0.103
9 H 0.266 -1.888 0.419

Atomic partial charges in e from the natural (NBO) method, atoms 1 to 6: atom 1 (F): -0.3431, atom 2 (H): 0.1967, atom 3 (F): -0.3076, atom 4 (H): 0.1606, atom 5 (H): 0.2425, atom 6 (C): 0.1635



[4]
# C22H17BrCaClN5O4

A molecular structure, C22H17BrCaClN5O4 at a distorted geometry (the ωB97M-V functional and the def2-TZVPD basis, the OMol25 dataset).

Results
orbital gap = 6.13 eV
E = -139729.4134 eV
energy relative to the best compared isomer or geometry (same formula, charge and spin) = 52.00 kJ/mol
highest occupied orbital energy = -6.94 eV
LUMO energy = -0.0296 Eh

Positions of all 51 atoms, in Å:
1 N 0.992 -3.262 -0.921
2 H -5.788 0.512 0.139
3 C -0.834 4.804 -0.269
4 H -0.691 5.875 -0.200
5 H -0.475 -5.599 0.981
6 H -3.755 1.720 -0.342
7 H -5.794 -1.959 0.503
8 N -1.232 -3.349 0.003
9 H 3.652 4.575 -0.050
10 C -4.866 -1.447 0.286
11 C 0.310 -5.141 0.395
12 Cl 2.481 -1.429 1.635
13 H -3.668 -3.205 0.292
14 H 2.905 -3.322 -1.685
15 C 1.540 -5.736 0.208
16 C 2.497 -5.094 -0.566
17 N 1.705 1.259 0.012
18 C -1.209 2.018 -0.459
19 N -1.259 0.596 -0.547
20 C -4.851 -0.033 0.088
21 H -0.189 4.679 -2.312
22 Ca 0.627 -0.927 -0.351
23 H -1.810 2.137 1.592
24 H 3.648 3.066 -2.046
25 C 1.720 2.060 1.086
26 C -2.489 -1.456 -0.123
27 C 3.107 3.639 -0.028
28 Br 2.291 0.474 -2.553
29 O 3.178 -0.461 2.423
30 H 1.756 -6.696 0.662
31 C -0.552 4.130 -1.450
32 C 0.069 -3.901 -0.184
33 C -1.476 2.704 0.731
34 C -3.711 0.656 -0.177
35 N -1.290 -2.109 -0.229
36 C 2.179 -3.867 -1.097
37 C -2.430 -0.013 -0.279
38 C 2.386 1.648 -1.044
39 C 3.113 2.814 -1.141
40 H 2.376 3.884 1.986
41 C -1.297 4.078 0.824
42 O 2.765 -2.772 2.038
43 H -0.517 2.230 -2.464
44 H 1.161 1.714 1.946
45 H -1.513 4.584 1.759
46 O 2.804 -1.249 0.199
47 C 2.402 3.260 1.102
48 O 1.008 -1.186 1.738
49 C -3.704 -2.130 0.172
50 H 3.473 -5.527 -0.740
51 C -0.739 2.755 -1.542

Atomic partial charges in e from the natural (NBO) method, atoms 1 to 6: atom 1 (N): -0.5698, atom 2 (H): 0.2103, atom 3 (C): -0.2521, atom 4 (H): 0.2120, atom 5 (H): 0.2361, atom 6 (H): 0.2217



Q: Among the records above, which one has the lowest E?
A: C22H17BrCaClN5O4